{
  "formula": "C44H114CdN7O17",
  "method": "ωB97M-V/def2-TZVPD",
  "species": ["Cd", "C", "C", "O", "H", "H", "H", "H", "H", "O", "H", "H", "O", "H", "H", "C", "O", "C", "C", "N", "C", "C", "O", "C", "H", "H", "H", "H", "H", "H", "H", "H", "H", "H", "H", "H", "H", "H", "H", "C", "O", "C", "C", "N", "C", "C", "O", "C", "H", "H", "H", "H", "H", "H", "H", "H", "H", "H", "H", "H", "H", "H", "H", "C", "O", "C", "C", "N", "C", "C", "O", "C", "H", "H", "H", "H", "H", "H", "H", "H", "H", "H", "H", "H", "H", "H", "H", "C", "O", "C", "C", "N", "C", "C", "O", "C", "H", "H", "H", "H", "H", "H", "H", "H", "H", "H", "H", "H", "H", "H", "H", "C", "O", "C", "C", "N", "C", "C", "O", "C", "H", "H", "H", "H", "H", "H", "H", "H", "H", "H", "H", "H", "H", "H", "H", "C", "O", "C", "C", "N", "C", "C", "O", "C", "H", "H", "H", "H", "H", "H", "H", "H", "H", "H", "H", "H", "H", "H", "H", "C", "O", "C", "C", "N", "C", "C", "O", "C", "H", "H", "H", "H", "H", "H", "H", "H", "H", "H", "H", "H", "H", "H", "H"],
  "coordinates": [[-12.123899, 23.492699, -3.969548], [-12.515068, 22.995010, 0.304089], [-11.560811, 23.158745, -0.857282], [-12.224637, 22.816710, -2.051211], [-12.822918, 21.953766, 0.403571], [-13.353390, 23.690692, 0.332457], [-12.000508, 23.254226, 1.239574], [-10.613427, 22.637499, -0.687683], [-11.259922, 24.222459, -0.865532], [-15.119295, 22.439422, -1.786333], [-15.472787, 22.692289, -0.919909], [-14.222498, 22.079610, -1.593196], [-14.241341, 23.238814, -4.251787], [-14.952384, 23.713849, -4.719649], [-14.615581, 23.023850, -3.324961], [-7.436410, 24.628210, -2.451757], [-8.156170, 23.414683, -2.498015], [-7.585016, 22.366543, -1.741630], [-8.393790, 21.144312, -2.011145], [-8.006888, 20.581439, -3.313466], [-8.991226, 19.646515, -3.864242], [-8.592718, 19.242667, -5.257329], [-8.826551, 20.294189, -6.149177], [-8.333580, 19.997311, -7.463208], [-6.639306, 24.609909, -3.207099], [-7.077242, 24.887477, -1.452765], [-8.110563, 25.436419, -2.748173], [-7.652879, 22.619660, -0.673012], [-6.522753, 22.234322, -1.967385], [-9.469264, 21.397152, -2.035149], [-8.190379, 20.453058, -1.188237], [-7.888367, 21.329234, -3.990928], [-10.011194, 20.071065, -3.825854], [-8.999603, 18.722898, -3.278153], [-9.246034, 18.392115, -5.541159], [-7.563288, 18.873272, -5.276880], [-7.244957, 19.909142, -7.461167], [-8.691225, 20.767039, -8.135197], [-8.778228, 19.038559, -7.780466], [-14.684774, 17.744287, 3.324267], [-13.475555, 18.107465, 3.927630], [-12.391507, 17.352191, 3.484958], [-11.165004, 17.752636, 4.297432], [-11.013743, 19.196003, 4.422157], [-10.703723, 19.888527, 3.205901], [-10.630024, 21.370837, 3.502544], [-11.930662, 21.829219, 3.671535], [-12.048050, 22.958998, 4.515620], [-14.648038, 17.950598, 2.237109], [-15.520472, 18.298045, 3.735979], [-14.864737, 16.661801, 3.420503], [-12.137058, 17.383734, 2.407344], [-12.616385, 16.271170, 3.616307], [-10.247672, 17.306752, 3.918913], [-11.308201, 17.417325, 5.331728], [-11.819391, 19.626792, 4.850838], [-11.457414, 19.711716, 2.417095], [-9.733616, 19.643306, 2.760408], [-10.204174, 21.886530, 2.624947], [-9.943542, 21.500061, 4.345290], [-13.062556, 23.345173, 4.592300], [-11.504185, 23.794334, 4.058552], [-11.669124, 22.790831, 5.530203], [-15.477275, 18.282941, -4.278548], [-14.973878, 17.305857, -3.399117], [-15.422860, 17.433123, -2.051809], [-14.793442, 18.574988, -1.296203], [-13.373393, 18.348160, -1.258039], [-12.659548, 19.374491, -0.556637], [-11.223349, 18.989254, -0.424655], [-11.187966, 17.750319, 0.244235], [-9.943256, 17.322363, 0.660869], [-15.060887, 19.279491, -4.073601], [-16.574674, 18.320871, -4.243850], [-15.155982, 17.992165, -5.277259], [-15.247821, 16.497399, -1.509670], [-16.532515, 17.498407, -2.075635], [-15.200679, 18.692661, -0.286352], [-14.901637, 19.479949, -1.898782], [-12.997648, 17.443914, -1.015002], [-13.072320, 19.565163, 0.451729], [-12.687959, 20.298507, -1.148951], [-10.630690, 19.734482, 0.132184], [-10.790553, 18.873253, -1.430841], [-9.244454, 17.133781, -0.170892], [-10.020621, 16.435514, 1.274360], [-9.442981, 18.128629, 1.223149], [-20.337176, 23.071541, 8.838648], [-19.273206, 23.528268, 8.094998], [-19.708204, 24.156518, 6.902644], [-18.555963, 24.969931, 6.374099], [-17.352291, 24.205382, 6.129932], [-17.485223, 23.189713, 5.080437], [-16.126533, 22.762014, 4.605677], [-16.230494, 22.054659, 3.385613], [-14.944272, 21.658400, 2.969169], [-21.047428, 22.485313, 8.246838], [-20.888894, 23.884470, 9.330069], [-19.944863, 22.446058, 9.639369], [-20.534248, 24.844374, 7.139027], [-20.067662, 23.410271, 6.183553], [-18.383411, 25.830875, 7.015324], [-18.872196, 25.372455, 5.401175], [-17.204694, 23.695411, 7.006003], [-18.064963, 23.611391, 4.247187], [-18.098844, 22.329741, 5.403545], [-15.582166, 22.216758, 5.383643], [-15.591290, 23.688220, 4.342615], [-14.410551, 21.109290, 3.751272], [-14.341683, 22.495776, 2.589207], [-15.036962, 20.949508, 2.134777], [-2.534071, 20.584411, 0.695080], [-3.366305, 21.667753, 0.958302], [-3.878873, 22.252645, -0.243965], [-4.593013, 23.519588, 0.158443], [-5.665914, 23.240329, 1.088453], [-6.302604, 24.460805, 1.540783], [-7.611923, 24.129424, 2.215352], [-8.241928, 25.296699, 2.517997], [-9.511491, 25.078211, 3.091977], [-1.776938, 20.855978, -0.051962], [-3.114068, 19.751356, 0.280333], [-2.048239, 20.298100, 1.618510], [-4.563851, 21.537899, -0.735353], [-3.033596, 22.431886, -0.924119], [-4.962899, 24.030516, -0.735641], [-3.830937, 24.183412, 0.607517], [-5.290877, 22.737285, 1.885361], [-6.552061, 25.086135, 0.677824], [-5.676170, 25.064515, 2.211168], [-7.438445, 23.536767, 3.128758], [-8.239936, 23.504811, 1.562861], [-9.390532, 24.487650, 4.016735], [-10.178096, 24.534299, 2.403326], [-9.957841, 26.019206, 3.408080], [-7.555581, 31.158053, 3.043133], [-8.248542, 30.150150, 2.308429], [-9.648362, 30.315421, 2.344641], [-10.313732, 29.030903, 1.888519], [-10.672528, 29.090244, 0.484103], [-11.141818, 27.776567, 0.051442], [-11.051642, 27.612364, -1.448301], [-9.758501, 27.953484, -1.854713], [-9.511344, 27.805803, -3.218555], [-6.501903, 31.034404, 2.793485], [-7.687454, 31.026410, 4.131326], [-7.881979, 32.184002, 2.821270], [-9.957146, 31.168043, 1.728137], [-9.965013, 30.508308, 3.381947], [-11.167940, 28.840057, 2.533122], [-9.543142, 28.261232, 2.052723], [-9.808395, 29.173044, -0.061343], [-12.184363, 27.622670, 0.338110], [-10.553603, 26.943784, 0.481731], [-11.811820, 28.236469, -1.945226], [-11.312242, 26.552812, -1.640462], [-10.062292, 28.551133, -3.805478], [-9.775052, 26.803133, -3.596961], [-8.446852, 27.937361, -3.394555], [-12.478261, 28.680634, 9.863425], [-13.363760, 28.255174, 8.822511], [-13.035113, 28.823991, 7.603591], [-13.875772, 28.153429, 6.509843], [-13.684378, 26.720289, 6.513437], [-14.585741, 26.049402, 5.609557], [-14.424009, 26.438007, 4.157903], [-13.337307, 25.770130, 3.588344], [-13.404607, 25.822118, 2.195833], [-12.418074, 29.770979, 9.877961], [-11.492776, 28.233014, 9.683219], [-12.852629, 28.303278, 10.809453], [-11.981466, 28.616387, 7.336933], [-13.157227, 29.911695, 7.560419], [-13.481572, 28.559246, 5.567978], [-14.934913, 28.459020, 6.623966], [-13.854154, 26.428055, 7.471506], [-15.625586, 26.262574, 5.891452], [-14.451063, 24.974254, 5.681507], [-14.373576, 27.521051, 4.007496], [-15.367566, 26.107228, 3.687651], [-14.195297, 25.131484, 1.864549], [-12.459347, 25.442894, 1.813669], [-13.605884, 26.832035, 1.833959]],
  "forces_ev_per_angstrom": [[0.37, -0.35, 1.10], [0.45, -0.20, 0.84], [0.31, 1.63, 0.36], [-0.02, -0.24, -0.83], [-0.26, 0.07, 0.07], [-0.18, -0.18, -0.62], [0.21, -0.31, -0.12], [-0.26, -0.46, -0.21], [-0.05, -0.16, -0.14], [0.80, -0.35, -0.02], [0.01, 0.05, -0.34], [-0.55, 0.33, 0.02], [-1.11, 0.07, 0.58], [0.47, -0.23, 0.09], [0.10, 0.17, -0.57], [-0.21, 0.29, -0.58], [-0.30, 0.45, -0.30], [-0.30, 0.67, 0.88], [0.30, -0.47, -0.92], [-0.36, -0.38, 0.25], [0.76, 0.25, 0.40], [-1.12, -0.98, -0.01], [0.49, 0.68, -0.68], [-0.69, -0.61, 0.68], [0.25, 0.02, 0.42], [0.17, -0.26, -0.03], [-0.07, -0.16, 0.04], [0.14, 0.02, -0.08], [-0.01, -0.14, -0.19], [0.13, 0.04, 0.37], [-0.19, -0.33, -0.25], [-0.02, 0.08, 0.18], [-0.01, -0.15, -0.22], [-0.02, 0.13, 0.21], [0.27, 0.10, -0.03], [0.14, 0.25, 0.01], [-0.01, 0.11, -0.09], [0.17, 0.22, -0.03], [0.26, 0.18, -0.08], [0.05, -0.52, -1.02], [-0.24, 0.58, 0.06], [0.85, -1.58, -0.43], [-0.84, 0.56, 1.10], [1.03, -0.37, -0.11], [-0.16, 0.62, -0.47], [0.56, -0.37, -1.25], [-1.17, 0.26, 1.06], [0.49, 0.85, -0.23], [-0.02, 0.00, 0.19], [0.10, 0.14, 0.31], [-0.07, 0.17, 0.15], [-0.65, 0.78, 0.12], [0.15, 0.26, 0.30], [0.01, -0.03, -0.15], [0.10, -0.29, -0.20], [-0.21, -0.18, -0.04], [0.05, 0.15, -0.04], [0.06, -0.50, 0.41], [0.22, 0.04, 0.12], [-0.34, 0.28, 0.26], [-0.24, -0.60, -0.21], [0.10, -0.02, 0.30], [0.08, -0.19, -0.13], [0.12, -0.08, 0.13], [0.14, -0.21, 0.59], [-1.45, -0.35, -0.33], [0.86, -0.57, -0.69], [0.83, 0.53, -0.18], [-0.09, 0.18, 0.01], [0.80, -0.24, -0.10], [-0.99, -0.25, -0.01], [1.61, 0.83, -0.18], [-0.13, -0.03, 0.04], [0.09, 0.08, -0.01], [-0.08, -0.02, -0.01], [0.41, -0.03, -0.39], [0.37, 0.33, 0.13], [-0.44, 0.10, -0.04], [-0.46, 0.31, 0.38], [-0.64, -0.26, 0.17], [-0.02, 0.14, -0.03], [-0.12, 0.15, 0.15], [-0.17, -0.01, -0.08], [0.09, 0.07, 0.09], [-0.32, -0.25, -0.10], [-0.21, -0.15, 0.08], [-0.11, -0.26, 0.24], [-0.76, -0.51, 1.14], [0.59, 0.31, -0.79], [-0.14, 0.42, 0.54], [-0.54, 0.09, -1.36], [0.33, -0.63, 0.75], [-1.17, -0.02, 0.14], [0.01, 1.09, -0.81], [0.08, -0.63, 0.28], [0.02, -0.66, -0.65], [0.01, -0.06, -0.06], [-0.02, 0.10, -0.20], [0.00, -0.12, -0.05], [-0.05, -0.14, -0.12], [0.02, -0.01, 0.03], [0.31, -0.10, 0.24], [-0.01, 0.14, 0.13], [0.35, 0.23, -0.24], [0.36, 0.11, -0.01], [0.32, -0.01, 0.00], [0.09, -0.15, -0.12], [0.23, -0.08, 0.53], [0.13, 0.29, 0.04], [0.00, 0.08, 0.39], [-0.25, 0.14, 0.09], [0.11, -0.32, -0.53], [-0.49, 0.81, -0.26], [0.12, -0.61, 0.46], [0.83, 0.05, 0.08], [-0.13, 0.08, -0.25], [-0.31, -0.10, -0.07], [0.64, -1.22, 0.02], [-1.24, 1.70, 0.34], [0.33, -0.22, 0.64], [0.12, -0.06, 0.11], [0.09, -0.16, 0.11], [0.04, -0.14, 0.13], [0.08, 0.15, 0.11], [-0.19, 0.23, 0.00], [-0.18, -0.08, 0.07], [-0.11, 0.01, -0.11], [0.06, -0.07, -0.12], [0.17, -0.01, -0.01], [-0.02, 0.02, -0.03], [0.06, -0.08, 0.01], [0.09, -0.08, -0.19], [-0.13, -0.08, -0.27], [0.08, 0.11, 0.05], [0.04, 0.13, -0.34], [-0.06, -0.32, 0.12], [0.29, 0.57, 0.10], [-0.23, 0.11, 0.67], [0.99, 0.45, 0.07], [0.09, -0.98, -0.75], [-0.10, -0.16, -0.04], [-0.81, 0.15, 0.20], [0.28, -0.44, 0.15], [-0.09, 0.08, -0.51], [-0.07, 0.15, 0.08], [-0.01, -0.14, -0.26], [-0.01, -0.23, -0.31], [-0.04, -0.02, 0.00], [0.10, 0.13, -0.08], [-0.30, -0.19, -0.24], [-0.31, -0.21, 0.22], [-0.14, 0.56, 0.42], [0.01, 0.02, 0.08], [0.00, 0.20, 0.20], [0.21, 0.04, -0.09], [0.28, 0.07, -0.35], [0.00, -0.06, -0.01], [-0.11, 0.03, 0.17], [0.05, 0.11, 0.08], [-0.16, -0.48, -0.61], [-0.03, 0.21, 1.14], [0.38, -0.63, -1.47], [0.45, 0.83, 0.13], [0.48, 0.31, 0.43], [-0.31, 0.36, 0.22], [-1.08, -0.36, 0.44], [0.50, 0.24, 0.07], [-0.03, -0.65, 0.02], [0.10, 0.01, 0.12], [0.04, 0.27, 0.07], [-0.16, 0.05, 0.02], [-0.07, 0.03, 0.27], [-0.22, 0.07, 0.25], [-0.32, 0.05, 0.11], [0.13, -0.11, -0.10], [0.07, -0.28, -0.17], [-0.12, -0.11, -0.15], [0.01, -0.11, 0.10], [0.17, 0.01, -0.04], [0.18, 0.00, -0.22], [-0.11, 0.24, -0.23], [0.11, 0.21, -0.13], [0.02, 0.06, -0.11]],
  "charge": 1,
  "de_lowest_ev": 0.000,
  "gap_ev": 3.76
}